This record from the Open Molecules 2025 dataset describes C23H20Cl7N4NaO3 as an isolated structure. The level of theory is the ωB97M-V functional and the def2-TZVPD basis.

Element x y z (Å)
1 Na -1.87 0.31 -1.74
2 Cl 2.58 -4.20 -5.57
3 C 1.59 -2.87 -5.02
4 C 0.33 -3.12 -4.51
5 C -0.44 -2.05 -4.08
6 Cl -2.03 -2.37 -3.43
7 C -0.03 -0.68 -4.12
8 O -0.74 0.27 -3.70
9 C 1.28 -0.53 -4.68
10 Cl 1.92 1.09 -4.76
11 C 2.07 -1.57 -5.11
12 H -0.05 -4.12 -4.43
13 H 3.06 -1.37 -5.51
14 Cl -5.15 0.92 4.56
15 C -4.35 1.29 3.06
16 C -4.07 2.60 2.71
17 Cl -4.51 3.90 3.78
18 C -3.44 2.87 1.49
19 Cl -3.00 4.51 1.08
20 C -3.07 1.87 0.56
21 O -2.45 2.12 -0.52
22 C -3.40 0.49 0.93
23 O -3.08 -0.46 0.11
24 C -4.00 0.26 2.16
25 Cl -4.31 -1.41 2.60
26 N 3.25 4.28 -0.12
27 C 2.74 3.24 0.00
28 N 2.21 2.04 0.17
29 C 0.73 1.90 0.19
30 C 0.22 1.73 1.63
31 C 1.17 2.39 2.62
32 C 2.54 1.69 2.59
33 C 2.85 1.19 1.17
34 H 0.47 1.02 -0.39
35 H 0.29 2.78 -0.29
36 H 0.13 0.66 1.87
37 H -0.79 2.14 1.71
38 H 0.75 2.37 3.63
39 H 1.30 3.44 2.35
40 H 2.55 0.83 3.27
41 H 3.33 2.38 2.93
42 H 2.45 0.19 1.01
43 H 3.92 1.15 0.97
44 C -0.79 -3.05 2.60
45 C -0.17 -2.48 1.37
46 C 1.11 -2.60 0.84
47 C 1.09 -1.84 -0.35
48 N -0.10 -1.27 -0.51
49 N -0.85 -1.68 0.53
50 C 2.18 -1.60 -1.35
51 H -0.03 -3.45 3.26
52 H -1.48 -3.85 2.35
53 H -1.36 -2.29 3.13
54 H 1.93 -3.16 1.25
55 H -1.84 -1.32 0.55
56 H 2.06 -2.26 -2.21
57 H 3.16 -1.79 -0.91
58 H 2.15 -0.57 -1.71

Summary:
- largest force on an atom (eV/Å) = 0.21
- total charge = -2
- LUMO level (eV) = 3.88
- orbital gap (eV) = 5.3
- highest occupied orbital energy (hartree) = -0.0506
- ΔE to the lowest compared entry with this formula, charge and spin (eV) = 0.042
- electronic energy (hartree) = -4717.04060